# 1
Formula: C21H21FN2O5S
Source: the OMol25 dataset
Level of theory: ωB97M-V/def2-TZVPD

Geometry as XYZ:
```
51
Properties=species:S:1:pos:R:3:forces:R:3:mulliken_charge:R:1
C 2.3611 1.9159 -0.2848 0.10 -0.02 -0.08 -1.52
C 1.0670 1.3505 -0.7358 0.04 -0.49 -0.77 -0.12
C 0.8151 0.5875 -1.8429 0.44 0.74 1.09 1.14
C 1.7383 0.1133 -2.8918 -0.36 -0.13 -0.29 0.22
O 2.9370 0.3256 -2.8609 0.20 0.06 0.16 -0.70
N 1.1235 -0.5536 -3.8942 -0.27 0.00 -0.12 -0.10
H 0.1401 -0.7582 -3.8110 0.06 0.05 0.07 0.29
C 1.8590 -1.1626 -4.9820 0.20 -0.04 -0.01 -1.29
C 1.9647 -2.6553 -4.7979 -0.03 0.07 -0.13 0.46
C 1.2743 -3.5336 -5.6216 0.15 0.11 0.12 -0.42
C 1.3567 -4.9008 -5.4228 0.09 -0.27 0.15 -0.53
C 2.1340 -5.3735 -4.3820 -0.07 0.13 -0.09 0.35
C 2.8292 -4.5214 -3.5422 -0.04 -0.17 -0.03 -0.62
C 2.7392 -3.1594 -3.7582 -0.07 -0.06 -0.11 -0.21
H 3.2758 -2.4740 -3.1196 0.08 0.08 0.10 0.47
H 3.4283 -4.9270 -2.7424 0.06 -0.07 0.07 0.44
F 2.2163 -6.7049 -4.1796 0.00 0.09 -0.01 -0.32
H 0.8299 -5.5951 -6.0580 -0.04 -0.10 -0.04 0.42
H 0.6708 -3.1504 -6.4315 -0.06 0.05 -0.09 0.32
H 2.8544 -0.7093 -4.9666 -0.18 -0.02 -0.13 0.37
H 1.3644 -0.9243 -5.9275 0.10 -0.01 0.06 0.45
O -0.5150 0.2469 -1.9373 -0.20 -0.22 -0.30 -0.51
C -1.1316 0.8004 -0.8760 0.11 0.56 0.84 -0.11
C -2.4808 0.7290 -0.5562 0.19 -0.10 -0.25 -1.56
C -2.8879 1.3857 0.5881 -0.10 0.01 0.01 0.07
C -1.9719 2.0830 1.3722 -0.33 0.23 0.57 -0.29
C -0.6340 2.1622 1.0676 0.22 -0.08 -0.27 -0.45
C -0.2000 1.5062 -0.0823 -0.60 -0.29 -0.27 1.08
H 0.0310 2.7247 1.7012 0.19 0.06 0.07 0.54
S -2.5352 2.9134 2.8531 0.33 -0.33 0.01 1.36
O -1.9662 4.2262 2.9066 0.26 0.02 0.05 -0.74
O -3.9610 2.7795 2.9630 0.00 -0.25 -0.13 -0.72
N -1.7514 1.9871 4.0274 -0.24 0.55 -0.81 0.07
C -1.6150 2.6674 5.3036 0.15 0.27 0.45 -0.56
H -1.1505 3.6340 5.1117 0.02 0.00 0.20 0.43
C -0.7504 1.7984 6.2164 -0.07 0.28 -0.18 -0.62
H -0.6800 2.2359 7.2130 0.04 0.05 -0.11 0.36
O -1.3217 0.5211 6.3863 -0.10 -0.04 0.20 -0.38
C -1.4822 -0.1338 5.1524 -0.10 -0.02 -0.38 -0.73
H -1.9477 -1.0952 5.3745 0.04 0.05 -0.11 0.35
C -2.3560 0.6815 4.1952 -0.11 -0.58 0.22 -0.42
H -2.4049 0.2005 3.2167 -0.04 -0.17 0.08 0.38
H -3.3736 0.7761 4.5996 0.08 -0.07 -0.04 0.29
H -0.4993 -0.2982 4.6848 -0.07 -0.04 0.03 0.35
H 0.2552 1.7026 5.7812 -0.04 0.04 0.05 0.33
H -2.5996 2.8229 5.7673 0.09 0.02 0.05 0.32
H -3.9201 1.3853 0.9000 -0.15 -0.06 -0.03 0.54
H -3.1734 0.1876 -1.1797 -0.11 -0.05 -0.05 0.47
H 2.2879 3.0000 -0.2150 0.04 0.10 0.04 0.35
H 3.1454 1.6478 -0.9858 0.06 0.06 0.07 0.35
H 2.6109 1.5325 0.7035 0.06 0.00 0.09 0.35
```
Forces are in eV/Å.

Results
gap between HOMO and LUMO = 0.3308 hartree
energy = -1796.60792 Eh
E_HOMO = -9.06 eV
SMILES = Cc1c(C(=O)NCc2ccc(F)cc2)oc2ccc(S(=O)(=O)N3CCOCC3)cc12

# 2
Formula: C2F3N
Source: the OMol25 dataset
Level of theory: ωB97M-V/def2-TZVPD

Geometry as XYZ:
```
6
Properties=species:S:1:pos:R:3:forces:R:3:mulliken_charge:R:1
C -0.3992 -0.2947 -0.5706 -0.68 -0.59 -0.99 0.49
C 0.6744 -0.2522 0.1041 5.11 -1.02 0.66 0.38
N -0.4905 0.0815 0.8300 -0.50 -0.87 -0.21 -0.29
F -1.2254 -0.5244 -1.5626 0.92 0.20 1.15 -0.18
F 2.0944 -0.5117 0.3976 -4.91 1.00 -1.00 -0.20
F -0.6537 1.5014 0.8015 0.06 1.29 0.40 -0.20
```
Forces are in eV/Å.

Results
gap between HOMO and LUMO = 0.4154 hartree
energy = -430.34182 Eh
E_HOMO = -10.97 eV
SMILES = FC1=C(F)N1F